1.
Formula: C21H51FN2O20P4
Source: OMol25
Level of theory: wB97M-V/def2-TZVPD

Last column: Mulliken charge in e.
Atoms and positions in Å:
N 0.09784 4.90711 1.40746  -0.574
C 0.70488 4.43958 0.09974  -0.478
C 1.94053 3.36801 0.26430  -0.623
C 1.56803 2.08076 1.26154  -0.086
C 0.27052 1.32959 0.59193  -0.824
C 0.03938 -0.17951 1.22794  0.418
O -1.39152 -0.41814 0.84476  -0.394
C -1.58024 -1.88102 1.11323  0.470
O -2.54701 -2.49399 1.80421  -0.536
O -0.39777 -2.44151 0.39603  -0.386
C 0.70833 -1.43936 0.42943  0.617
N 1.09628 -1.31643 -1.02688  -0.534
C 1.93990 -2.29590 1.08239  -0.715
C 2.76765 -1.54377 2.27798  0.531
O 4.12620 -1.61480 2.21610  -0.503
F 2.19959 -0.83830 3.44902  -0.238
H -0.46740 4.12557 1.82275  0.239
H 0.87703 5.05861 2.09865  0.271
H 1.14981 5.40864 -0.43297  0.299
H -0.09979 4.01548 -0.65656  0.230
H 2.89992 3.95105 0.61976  0.327
H 2.09495 2.87239 -0.81050  0.257
H 2.55186 1.41893 1.27611  0.154
H 1.23591 2.42975 2.34179  0.260
H -0.68131 1.98173 0.87654  0.093
H 0.40748 1.34236 -0.57055  0.232
H -0.06343 -0.22828 2.41519  0.388
H 0.28739 -0.95565 -1.59684  0.353
H 1.88565 -0.60950 -1.10925  0.246
H 2.71811 -2.48962 0.19824  0.134
H 1.56672 -3.38163 1.40022  0.413
C -6.96630 1.00838 2.68659  -0.737
O -6.39231 2.21531 3.13639  -0.349
P -4.80472 2.41452 2.95459  1.037
O -4.31710 2.34078 1.54010  -0.713
O -4.15728 1.35184 3.97624  -0.136
C -3.71205 0.11728 3.45818  -0.851
O -4.53750 3.81827 3.69496  -0.284
C -4.85368 4.98919 2.97414  -0.768
H -6.42466 0.60253 1.82675  0.359
H -6.95869 0.28092 3.50216  0.249
H -8.00119 1.19593 2.39181  0.263
H -3.16021 0.25612 2.52498  0.190
H -4.56257 -0.54744 3.29138  0.363
H -3.04340 -0.34518 4.18855  0.379
H -5.82291 4.89322 2.47738  0.335
H -4.07412 5.18507 2.23291  0.270
H -4.89685 5.83023 3.67191  0.236
C -4.38083 -0.14535 10.54543  -0.718
O -4.83557 0.53940 9.39965  -0.304
P -3.87486 1.65860 8.75344  1.116
O -2.53309 1.16010 8.31167  -0.682
O -3.85916 2.83997 9.84722  -0.309
C -2.76508 2.90961 10.73541  -0.689
O -4.79048 2.27780 7.58369  -0.437
C -4.87903 1.53876 6.38511  -0.602
H -3.29100 -0.24372 10.54781  0.364
H -4.70274 0.39562 11.43880  0.249
H -4.82262 -1.14418 10.56043  0.253
H -1.81918 2.75362 10.21041  0.342
H -2.87753 2.16561 11.52716  0.283
H -2.74802 3.90405 11.18840  0.243
H -5.02948 0.47560 6.59109  0.339
H -3.96587 1.67824 5.80016  0.462
H -5.72947 1.90950 5.80597  0.230
C 0.01247 -3.76491 -3.66534  -0.793
O 0.37857 -3.66632 -5.02355  -0.371
P 1.80209 -4.27137 -5.47151  0.799
O 1.97925 -5.73425 -5.20206  -0.710
O 2.87819 -3.29487 -4.77820  -0.176
C 3.47183 -3.71163 -3.56796  -0.583
O 1.89413 -3.84815 -7.02151  -0.072
C 1.17236 -4.63759 -7.94153  -0.773
H 0.43544 -4.66035 -3.19984  0.383
H 0.36026 -2.87552 -3.13391  0.245
H -1.07636 -3.81427 -3.59411  0.342
H 3.76452 -4.76376 -3.61299  0.379
H 2.77996 -3.55376 -2.73763  0.078
H 4.36879 -3.11134 -3.39612  0.272
H 0.16734 -4.85271 -7.56865  0.325
H 1.70941 -5.57260 -8.12269  0.282
H 1.08885 -4.08991 -8.88449  0.301
C 7.23205 -2.38270 -9.08589  -0.675
O 6.78978 -1.06185 -9.30543  -0.315
P 5.63341 -0.47985 -8.34770  1.134
O 5.97215 -0.46107 -6.88863  -0.671
O 4.32575 -1.32692 -8.75355  -0.335
C 3.96552 -2.42374 -7.94239  -0.615
O 5.33042 0.96199 -8.99531  -0.353
C 6.23107 2.00239 -8.68384  -0.657
H 7.15796 -2.66029 -8.03003  0.359
H 6.63092 -3.06788 -9.68886  0.242
H 8.27603 -2.46353 -9.39680  0.256
H 4.04234 -2.17278 -6.88136  0.409
H 4.60264 -3.28173 -8.16821  0.254
H 2.92812 -2.69045 -8.15932  0.215
H 7.26642 1.65883 -8.75728  0.304
H 6.03215 2.36911 -7.67317  0.263
H 6.08023 2.82141 -9.39275  0.238

Output
SMILES	NCCCC[C@H]1OC(=O)O[C@]1(N)CC(=O)F.COP(=O)(OC)OC.COP(=O)(OC)OC.COP(=O)(OC)OC.COP(=O)(OC)OC
total energy	-106409.3331	eV
molar mass	794.53	g/mol
charge	0
maximum force	9.9	eV/A
HOMO level	-9.62	eV

2.
Formula: C9H12AuCl2LaN3O3P
Source: OMol25
Level of theory: wB97M-V/def2-TZVPD

Last column: Mulliken charge in e.
Atoms and positions in Å:
Au -0.65593 -0.36516 -6.46431  0.716
La 0.19860 -0.84226 -2.66279  1.688
Cl -1.61191 0.08820 -4.39096  -0.336
Cl 2.16180 -1.68311 -4.05742  -0.346
C -1.30876 -2.08641 -1.43844  0.137
C -0.64994 0.40682 -8.32637  0.271
C 0.08561 -1.31015 -8.05701  0.528
O -2.06784 -2.71951 -0.81009  0.056
O -0.87752 1.08225 -9.25528  0.031
O 0.46658 -2.13428 -8.79773  -0.008
C 1.56158 0.65014 3.43238  -0.883
N 1.09628 1.64621 2.44800  0.186
C -0.30336 2.01719 2.73452  -0.851
N -1.20518 0.85678 2.84409  0.254
C -0.64270 -0.08438 3.84043  -0.876
N 0.70551 -0.54889 3.46694  0.422
C 0.70184 -1.27731 2.15557  -0.896
P 0.14860 -0.34530 0.63661  0.114
C 1.25079 1.15203 1.07578  -0.687
C -1.42062 0.20615 1.54219  -0.769
H 1.52334 1.09600 4.43320  0.362
H 2.58115 0.34208 3.17347  0.394
H -0.67196 2.65036 1.91819  0.387
H -0.31461 2.54304 3.69765  0.346
H -1.31303 -0.94754 3.93439  0.382
H -0.54615 0.44100 4.80159  0.366
H 1.72604 -1.61821 1.93616  0.520
H 0.02417 -2.14341 2.22413  0.452
H 1.09053 1.97965 0.37008  0.554
H 2.28770 0.80741 0.96736  0.479
H -1.98683 -0.72219 1.72132  0.501
H -2.03377 0.86278 0.90635  0.506

Output
relative energy (zero: lowest compared OMol25 entry of this formula, charge and spin)	28.9	kcal per mole
multiplicity	3
total energy	-58976.9006	eV
molar mass	647.97	g/mol
charge	+4
maximum force	11.6	eV/A
HOMO level (alpha / beta)	-20.96 / -20.44	eV

3.
Formula: C3H6N2O2S
Source: OMol25
Level of theory: wB97M-V/def2-TZVPD

Last column: Mulliken charge in e.
Atoms and positions in Å:
C -0.45823 -1.68498 -0.07841  -0.835
C 0.26398 0.74551 0.02292  0.812
C 1.78668 0.49812 0.00430  0.121
H -1.46356 -2.09048 -0.20650  0.262
H 0.15371 -1.94423 -0.92550  0.334
H 0.01797 -2.08765 0.82658  0.311
H -2.13310 0.86965 -0.68622  0.280
H -2.10833 0.71412 0.93471  0.277
H 1.65510 2.34473 -0.05780  0.429
N -0.64843 -0.23135 0.01924  0.252
N -1.99505 0.17282 0.06939  -0.695
O -0.06799 1.93449 0.06070  -0.740
O 2.39369 1.66500 -0.06856  -0.507
S 2.60357 -0.90575 0.08515  -0.302

Output
relative energy (zero: lowest compared OMol25 entry of this formula, charge and spin)	47.1	kcal per mole
SMILES	CN(N)C(=O)C(O)=S
total energy	-21117.8086	eV
molar mass	134.16	g/mol
charge	0
maximum force	0.9	eV/A
HOMO level	-9.03	eV

4.
Formula: C5H11N
Source: OMol25
Level of theory: wB97M-V/def2-TZVPD

Last column: Mulliken charge in e.
Atoms and positions in Å:
C -3.25198 -2.80807 0.45385  -0.928
C -1.67139 -2.49313 0.66647  0.012
C -1.03165 -1.66266 -0.20326  -0.572
H -3.60115 -2.04621 -0.24048  0.288
H -3.40468 -3.79200 0.12688  0.281
H -3.64847 -2.67400 1.39630  0.306
H -1.11486 -3.20800 1.32596  0.279
H -0.06446 -1.03701 -0.22971  0.123
H -1.49012 -1.19439 -1.03052  0.209
C 2.18153 3.73810 0.06303  -0.776
C 1.98610 2.50402 -0.47340  0.078
N 2.95175 1.46236 -0.35879  -0.425
H 2.99587 4.20914 0.50047  0.295
H 1.25175 4.34973 0.07125  0.188
H 1.20052 2.28835 -1.16744  0.276
H 3.90959 1.78456 -0.15736  0.178
H 2.80165 0.57921 -0.74325  0.186

Output
relative energy (zero: lowest compared OMol25 entry of this formula, charge and spin)	69.5	kcal per mole
SMILES	C=CC.C=CN
total energy	-6850.5165	eV
molar mass	85.15	g/mol
charge	0
maximum force	4.6	eV/A
HOMO level	-8.10	eV